Record 1
C4H5N3O2 | ωB97M-V/def2-TZVPD

Values from the calculation:
Structure (SMILES) ... [H]/N=c1\[nH]ccocno1
Relative energy (zero: lowest compared OMol25 entry of this formula, charge and spin) ... 712.98 kJ/mol
HOMO energy ... -8.830 eV
M ... 127.103 g/mol
DFT total energy ... -469.968157 Ha

Structure (XYZ):
```
14
Properties=species:S:1:pos:R:3:forces:R:3
H 3.200 0.240 -0.209 2.012 1.919 -0.935
N 2.705 -0.541 0.080 -2.500 1.535 0.149
C 1.451 -0.159 0.155 4.406 -2.462 -1.308
N 0.727 0.897 -0.286 0.848 -3.133 0.388
C -0.470 1.306 0.155 2.020 5.223 -0.712
C -1.567 0.753 0.435 -6.478 -2.653 -0.853
O -1.913 -0.555 0.069 -0.106 -0.792 1.028
C -1.240 -1.672 -0.170 3.980 2.239 0.674
N 0.026 -1.976 -0.080 -2.802 -0.928 -0.656
O 0.812 -1.132 0.695 -3.762 -1.616 2.912
H 1.226 1.621 -0.621 2.293 2.489 -1.416
H -0.351 2.409 0.040 -1.484 -0.572 0.863
H -2.680 1.080 0.362 2.656 1.177 1.108
H -1.927 -2.271 -0.625 -1.083 -2.426 -1.242
```
Positions in Å, forces in eV/Å.

Computed Mulliken charges, given in elementary charges: atom 1 (H): 0.18, atom 2 (N): -0.64, atom 3 (C): 0.61, atom 4 (N): -0.18, atom 5 (C): -0.02, atom 6 (C): -0.26, atom 7 (O): -0.35, atom 8 (C): 0.12, atom 9 (N): -0.48, atom 10 (O): -0.24, atom 11 (H): 0.21, atom 12 (H): 0.26, atom 13 (H): 0.31, atom 14 (H): 0.48

***

Record 2
CH10N4 | ωB97M-V/def2-TZVPD

Values from the calculation:
Relative energy (zero: lowest compared OMol25 entry of this formula, charge and spin) ... 221.81 kJ/mol
HOMO energy (alpha / beta) ... -8.199 / -8.191 eV
M ... 78.119 g/mol
DFT total energy ... -262.941017 Ha

Structure (XYZ):
```
15
Properties=species:S:1:pos:R:3:forces:R:3
C 1.770 0.566 0.679 -0.483 0.526 0.094
N 0.645 0.626 -0.249 -1.962 2.125 0.213
N -0.140 -1.749 -0.381 1.216 1.837 -1.016
H 0.413 -0.681 -0.691 -1.980 -2.268 1.047
H 0.685 -2.325 -0.234 -0.293 -0.564 -0.155
H -0.547 -1.995 -1.281 0.141 -0.601 0.061
H 1.567 -0.107 1.516 -0.071 -0.059 -0.046
H 2.023 1.549 1.079 0.070 -0.061 0.114
H 2.644 0.174 0.148 -0.083 -0.004 0.009
N -1.191 0.879 0.520 -0.017 -0.661 -0.856
N -2.172 0.540 -0.357 1.406 0.473 1.084
H -2.384 1.253 -1.042 -0.054 -0.396 0.171
H -1.118 0.111 1.187 0.145 -0.154 -0.184
H 0.298 1.578 -0.433 1.430 -0.442 -0.343
H -2.493 -0.420 -0.460 0.535 0.248 -0.192
```
Positions in Å, forces in eV/Å.

Computed Mulliken charges, given in elementary charges: atom 1 (C): -0.79, atom 2 (N): -0.53, atom 3 (N): -0.84, atom 4 (H): 0.37, atom 5 (H): 0.19, atom 6 (H): 0.19, atom 7 (H): 0.27, atom 8 (H): 0.33, atom 9 (H): 0.29, atom 10 (N): -0.40, atom 11 (N): -0.20, atom 12 (H): 0.23, atom 13 (H): 0.29, atom 14 (H): 0.33, atom 15 (H): 0.26

***

- Which value of relative energy (zero: lowest compared OMol25 entry of this formula, charge and spin) does entry 2 give?
  221.81 kJ/mol